Below is C30H41AsMnN4O3SSi2 as an isolated structure at a distorted geometry, with properties calculated with ωB97M-V with the def2-TZVPD basis set.

Summary:
energy: -162615.90241 eV
net charge: +2
expectation value of S²: 1.03
HOMO level (spin up / spin down): -0.46998 / -0.47503 Eh
multiplicity: 2
relative energy (zero: lowest compared OMol25 entry of this formula, charge and spin): 119.4 kJ/mol

Each line ends with the Mulliken spin population.
Geometry (Å):
1 Mn -0.057 0.215 -0.290  0.9096
2 C -5.371 -5.029 -1.819  0.0000
3 C -4.165 -4.153 -1.863  0.0007
4 C -4.132 -3.023 -2.677  -0.0002
5 C -3.001 -2.229 -2.750  -0.0020
6 C -1.892 -2.562 -1.994  0.0042
7 C -1.908 -3.664 -1.155  0.0025
8 C -3.039 -4.454 -1.094  0.0001
9 S -0.381 -1.625 -2.063  0.0040
10 O 0.242 -1.753 -0.728  0.0042
11 O 0.454 -1.978 -3.166  -0.0023
12 N -0.651 -0.025 -2.000  -0.0084
13 C -1.320 0.998 -2.607  -0.0077
14 C -1.911 1.062 -3.858  0.0032
15 C -2.579 2.235 -4.233  -0.0039
16 C -2.664 3.330 -3.405  0.0071
17 C -2.045 3.320 -2.139  -0.0031
18 C -2.048 4.393 -1.219  0.0012
19 C -1.364 4.263 -0.036  -0.0013
20 C -0.693 3.073 0.253  0.0141
21 N -0.700 2.025 -0.562  -0.0347
22 C -1.357 2.148 -1.753  0.0357
23 H -6.173 -4.623 -2.431  0.0000
24 H -5.726 -5.145 -0.795  0.0000
25 H -5.120 -6.022 -2.192  0.0000
26 H -4.996 -2.771 -3.274  -0.0001
27 H -2.977 -1.367 -3.399  0.0001
28 H -1.026 -3.895 -0.575  -0.0004
29 H -3.050 -5.326 -0.457  -0.0001
30 H -1.834 0.222 -4.534  0.0006
31 H -3.036 2.274 -5.210  -0.0001
32 H -3.183 4.219 -3.725  0.0001
33 H -2.573 5.307 -1.449  -0.0001
34 H -1.332 5.074 0.674  -0.0002
35 H -0.118 2.956 1.164  -0.0009
36 C 1.267 1.707 3.562  -0.0009
37 C 0.493 0.702 2.767  0.0113
38 O 0.694 0.598 1.544  -0.0050
39 N -0.398 -0.071 3.395  0.0022
40 C -1.066 -1.163 2.705  0.0056
41 C -2.292 -0.767 1.912  0.0007
42 C -3.552 -0.954 2.469  0.0000
43 C -4.683 -0.755 1.694  0.0002
44 C -4.506 -0.369 0.375  0.0000
45 C -3.218 -0.152 -0.084  -0.0017
46 N -2.123 -0.336 0.656  -0.0001
47 H 2.065 2.095 2.932  0.0013
48 H 1.698 1.269 4.459  -0.0001
49 H 0.622 2.535 3.856  -0.0005
50 H -0.540 0.027 4.391  0.0004
51 H -1.366 -1.903 3.447  0.0004
52 H -0.346 -1.617 2.011  0.0010
53 H -3.646 -1.276 3.494  0.0000
54 H -5.670 -0.915 2.100  0.0000
55 H -5.350 -0.236 -0.283  0.0000
56 H -3.069 0.181 -1.102  0.0018
57 C 3.441 -1.139 -3.971  -0.0054
58 Si 3.657 -1.128 -2.075  -0.0144
59 C 5.357 -0.444 -1.498  0.0063
60 C 3.339 -2.792 -1.206  0.0016
61 As 2.141 0.564 -1.114  0.0694
62 Si 3.187 2.722 -1.680  -0.0022
63 C 3.911 2.644 -3.451  -0.0003
64 C 4.506 2.971 -0.308  0.0025
65 C 1.873 4.110 -1.576  0.0046
66 H 4.137 -1.826 -4.444  -0.0026
67 H 3.595 -0.156 -4.407  0.0007
68 H 2.435 -1.466 -4.217  0.0007
69 H 6.145 -1.160 -1.703  0.0014
70 H 5.350 -0.254 -0.427  -0.0004
71 H 5.616 0.480 -2.002  -0.0009
72 H 3.994 -3.566 -1.597  0.0007
73 H 2.314 -3.114 -1.361  0.0006
74 H 3.512 -2.719 -0.134  0.0003
75 H 4.742 1.950 -3.526  -0.0003
76 H 4.275 3.619 -3.761  0.0003
77 H 3.151 2.338 -4.165  -0.0003
78 H 5.306 2.241 -0.379  -0.0004
79 H 4.058 2.869 0.677  -0.0006
80 H 4.956 3.956 -0.369  -0.0001
81 H 0.993 3.863 -2.164  -0.0005
82 H 2.269 5.045 -1.960  0.0006
83 H 1.560 4.286 -0.551  0.0001